1.
Below is the molecule C2H3NS2 at a distorted geometry, with properties calculated with ωB97M-V with the def2-TZVPD basis set.

Geometry as XYZ:
```
8
Properties=species:S:1:pos:R:3:forces:R:3
S -0.8298 -2.6197 0.1508 0.6 1.6 -0.4
C -0.1468 -1.1421 0.4147 -3.9 -0.3 -2.9
N -0.4843 0.1226 -0.2642 1.5 -2.5 0.0
C 0.4718 1.0980 -0.1545 0.0 3.4 -0.3
S 0.4676 2.6140 -0.9965 0.0 -3.2 1.4
H 0.3849 -1.1111 1.2893 1.9 1.1 1.8
H -1.0955 0.0652 -1.1361 1.1 0.2 1.7
H 1.2320 0.9731 0.6966 -1.2 -0.2 -1.4
```
Forces are in eV/Å.

Summary:
HOMO-LUMO gap   7.911 eV
Structure (SMILES)   S=CNC=S
Largest force on an atom   4.83 eV/A
Energy relative to the best compared isomer or geometry (same formula, charge and spin)   0.863 eV

***

2.
Below is the molecule C2H3NS2 at a distorted geometry, with properties calculated with ωB97M-V with the def2-TZVPD basis set.

Geometry as XYZ:
```
8
Properties=species:S:1:pos:R:3:forces:R:3
H -2.1352 0.2977 1.1452 0.4 0.4 2.4
N -1.9627 0.1358 0.2041 3.6 -0.1 -4.0
C -0.7578 0.1735 -0.2935 -0.6 -0.3 1.0
C 0.7883 0.3460 0.1075 -1.4 1.5 0.5
S 1.4654 1.7105 0.6946 -0.5 -0.7 0.2
S 1.6325 -0.9074 -0.7167 -2.2 -1.4 -1.2
H -0.5417 -0.0082 -1.3639 -1.5 0.0 0.0
H 2.7843 -0.7925 -0.2134 2.2 0.7 1.1
```
Forces are in eV/Å.

Summary:
HOMO-LUMO gap   8.097 eV
Structure (SMILES)   [H]/N=C\C(=S)S
Largest force on an atom   5.39 eV/A
Energy relative to the best compared isomer or geometry (same formula, charge and spin)   1.629 eV